Record 1
DFT (the ωB97M-V functional and the def2-TZVPD basis) results for a structure of composition C36H26IN2O2PPd at a distorted geometry.

Last column: natural (NBO) charge in e.
Geometry (Å):
Pd (-0.11, 0.30, -0.05)  0.747
O (0.44, 0.84, -1.98)  -0.598
C (1.39, 0.42, -2.66)  0.508
C (1.22, 0.24, -4.08)  -0.260
C (2.28, -0.03, -4.86)  -0.089
C (3.62, -0.18, -4.32)  -0.179
C (3.83, -0.12, -3.00)  -0.163
C (2.74, 0.12, -2.09)  -0.102
C (2.97, 0.01, -0.77)  0.077
N (2.00, 0.10, 0.20)  -0.213
N (2.44, 0.05, 1.38)  -0.187
C (1.37, -0.06, 2.34)  0.633
O (0.20, -0.20, 1.99)  -0.598
C (1.77, -0.05, 3.72)  -0.151
C (0.77, -0.01, 4.71)  -0.136
C (1.12, 0.00, 6.04)  -0.219
C (2.47, -0.02, 6.40)  -0.107
C (3.47, -0.06, 5.43)  -0.223
C (3.13, -0.07, 4.09)  -0.126
H (0.22, 0.38, -4.48)  0.241
H (2.14, -0.13, -5.93)  0.247
H (4.45, -0.37, -4.99)  0.252
H (4.83, -0.28, -2.60)  0.242
H (3.98, -0.21, -0.43)  0.238
H (-0.27, 0.00, 4.41)  0.238
H (0.36, 0.03, 6.80)  0.238
H (2.74, 0.00, 7.44)  0.239
H (4.51, -0.08, 5.72)  0.242
H (3.89, -0.11, 3.33)  0.238
I (-1.98, -1.61, -0.65)  0.264
C (-3.94, -0.97, -0.32)  -0.139
C (-4.79, -2.03, -0.20)  -0.199
C (-6.18, -1.84, -0.18)  -0.192
C (-6.67, -0.58, -0.33)  -0.162
C (-5.80, 0.54, -0.42)  0.030
C (-6.38, 1.83, -0.56)  -0.138
C (-5.61, 2.94, -0.60)  -0.205
C (-4.22, 2.82, -0.47)  -0.148
C (-3.60, 1.59, -0.33)  -0.398
P (-1.86, 1.84, 0.04)  1.272
C (-1.73, 2.24, 1.78)  -0.425
C (-2.84, 2.16, 2.62)  -0.172
C (-2.71, 2.49, 3.96)  -0.195
C (-1.48, 2.89, 4.47)  -0.182
C (-0.37, 2.96, 3.63)  -0.145
C (-0.49, 2.64, 2.29)  -0.220
C (-1.31, 3.24, -0.94)  -0.453
C (-1.00, 4.47, -0.37)  -0.126
C (-0.61, 5.52, -1.19)  -0.218
C (-0.52, 5.35, -2.56)  -0.156
C (-0.85, 4.12, -3.13)  -0.194
C (-1.25, 3.07, -2.33)  -0.175
C (-4.39, 0.38, -0.36)  -0.109
H (-4.40, -3.04, -0.16)  0.239
H (-6.84, -2.69, -0.08)  0.246
H (-7.74, -0.40, -0.38)  0.234
H (-7.46, 1.89, -0.64)  0.238
H (-6.05, 3.93, -0.71)  0.244
H (-3.63, 3.72, -0.45)  0.234
H (-3.80, 1.84, 2.23)  0.234
H (-3.57, 2.43, 4.61)  0.241
H (-1.39, 3.15, 5.51)  0.238
H (0.59, 3.28, 4.03)  0.227
H (0.37, 2.71, 1.64)  0.218
H (-1.08, 4.62, 0.70)  0.224
H (-0.38, 6.48, -0.74)  0.239
H (-0.20, 6.17, -3.19)  0.239
H (-0.80, 4.00, -4.21)  0.233
H (-1.52, 2.12, -2.78)  0.228

Calculated values
Net charge   +2
LUMO (spin up / spin down)   -8.259 / -8.213 eV

Record 2
DFT (the ωB97M-V functional and the def2-TZVPD basis) results for a structure of composition C37H46FN5O8P3RuS at a distorted geometry.

Last column: Löwdin spin population.
Geometry (Å):
Ru (-0.74, 0.70, 0.06)  3.139
C (-0.22, 0.07, 3.86)  0.025
P (-1.08, 0.97, 2.51)  0.080
C (-0.97, 2.67, 3.18)  0.022
C (-2.86, 0.65, 2.87)  -0.001
C (-3.32, 0.61, 4.19)  0.001
C (-4.66, 0.48, 4.47)  0.000
C (-5.58, 0.41, 3.43)  0.001
C (-5.14, 0.44, 2.12)  0.002
C (-3.78, 0.55, 1.82)  0.007
P (-3.22, 0.45, 0.07)  0.074
C (-4.31, 1.63, -0.78)  0.018
C (-3.94, -1.18, -0.37)  0.015
H (-0.37, 0.58, 4.81)  0.004
H (0.85, 0.07, 3.64)  0.001
H (-0.57, -0.96, 3.93)  0.000
H (-1.54, 2.72, 4.11)  0.004
H (-1.36, 3.39, 2.47)  0.003
H (0.07, 2.92, 3.38)  0.001
H (-2.61, 0.68, 5.01)  0.000
H (-5.00, 0.44, 5.50)  0.000
H (-6.64, 0.32, 3.64)  0.000
H (-5.87, 0.38, 1.32)  0.000
H (-5.36, 1.43, -0.59)  0.004
H (-4.11, 1.57, -1.85)  0.000
H (-4.06, 2.64, -0.44)  0.000
H (-4.99, -1.22, -0.10)  0.003
H (-3.40, -1.96, 0.16)  0.000
H (-3.84, -1.35, -1.44)  0.000
O (-0.63, 2.82, -0.23)  0.404
N (0.11, 3.71, 0.46)  0.581
N (1.37, 3.28, 0.70)  0.158
O (1.57, 1.89, 0.84)  0.091
C (2.18, 4.10, 1.52)  0.007
C (3.15, 3.56, 2.37)  0.015
C (3.87, 4.40, 3.21)  -0.002
C (3.65, 5.77, 3.21)  0.017
C (2.72, 6.30, 2.33)  -0.001
C (1.99, 5.48, 1.48)  0.015
H (3.33, 2.50, 2.40)  0.002
H (4.61, 3.97, 3.87)  -0.001
H (4.20, 6.41, 3.89)  0.001
H (2.55, 7.37, 2.30)  -0.001
H (1.26, 5.89, 0.80)  0.002
O (0.74, -7.03, 3.79)  0.000
S (0.46, -8.21, 3.00)  0.000
O (-0.80, -8.87, 3.31)  0.000
O (1.60, -9.09, 2.81)  0.000
C (0.13, -7.57, 1.30)  0.000
N (-0.09, -8.48, 0.34)  0.002
C (-0.38, -7.97, -0.85)  0.000
C (-0.45, -6.60, -1.08)  0.003
C (-0.20, -5.75, -0.02)  0.000
N (0.09, -6.24, 1.17)  0.002
C (-0.25, -4.28, -0.08)  0.010
C (0.11, -3.55, 1.05)  0.001
C (0.04, -2.18, 1.04)  0.023
N (-0.38, -1.47, -0.02)  0.099
C (-0.70, -2.17, -1.12)  0.020
C (-0.64, -3.54, -1.19)  0.002
H (-0.55, -8.69, -1.64)  0.000
H (-0.69, -6.22, -2.07)  0.000
H (0.45, -4.09, 1.93)  0.000
H (0.34, -1.60, 1.90)  0.003
H (-1.01, -1.59, -1.98)  0.002
H (-0.91, -4.04, -2.12)  0.000
F (6.10, -0.23, -1.38)  0.000
C (4.98, 0.31, -0.86)  0.000
C (4.59, 1.56, -1.27)  0.001
C (3.44, 2.13, -0.72)  0.004
C (2.73, 1.41, 0.23)  0.007
C (3.13, 0.15, 0.62)  0.003
C (4.27, -0.42, 0.07)  0.000
H (5.17, 2.09, -2.02)  0.000
H (3.11, 3.11, -1.03)  0.002
H (2.53, -0.40, 1.34)  0.001
H (4.59, -1.41, 0.36)  0.000
C (-1.76, 0.10, -5.30)  0.000
C (-1.61, 0.53, -3.85)  0.000
O (-0.22, 0.63, -3.57)  0.011
P (0.43, 0.92, -2.10)  0.062
O (1.65, -0.10, -2.06)  0.015
C (2.47, -0.43, -3.21)  0.004
C (2.03, -1.76, -3.78)  0.001
O (1.21, 2.28, -2.44)  0.020
C (0.50, 3.44, -2.90)  0.003
C (0.97, 3.78, -4.30)  0.001
H (-2.82, 0.04, -5.57)  0.000
H (-1.30, -0.87, -5.45)  0.000
H (-1.27, 0.82, -5.95)  0.000
H (-2.09, -0.20, -3.19)  0.000
H (-2.10, 1.49, -3.69)  0.000
H (3.49, -0.48, -2.84)  0.000
H (2.40, 0.37, -3.95)  0.000
H (2.02, -2.52, -3.00)  0.000
H (2.72, -2.07, -4.57)  0.000
H (1.03, -1.68, -4.20)  0.000
H (0.71, 4.25, -2.21)  0.000
H (-0.57, 3.26, -2.88)  0.001
H (2.04, 3.95, -4.31)  0.000
H (0.46, 4.68, -4.65)  0.000
H (0.74, 2.96, -4.99)  0.000

Calculated values
2S+1   6
Expectation value of S²   8.771
Net charge   0
LUMO (spin up / spin down)   -0.875 / -2.155 eV

Record 3
DFT (the ωB97M-V functional and the def2-TZVPD basis) results for a structure of composition C5H20F3LiO12P at a distorted geometry.

Last column: natural (NBO) charge in e.
Geometry (Å):
Li (4.88, 18.84, 4.19)  0.882
C (6.83, 18.88, 1.58)  0.340
O (6.52, 20.06, 0.86)  -0.559
O (5.76, 18.53, 2.29)  -0.901
C (7.34, 17.78, 0.59)  0.914
F (8.48, 18.12, -0.09)  -0.376
F (7.59, 16.62, 1.21)  -0.326
F (6.41, 17.54, -0.39)  -0.346
C (7.55, 20.85, 0.34)  -0.054
C (6.93, 21.98, -0.46)  -0.613
H (6.26, 22.56, 0.18)  0.223
H (7.70, 22.66, -0.85)  0.171
H (6.40, 21.57, -1.33)  0.203
H (8.16, 20.29, -0.38)  0.153
H (8.23, 21.26, 1.09)  0.143
H (7.70, 19.06, 2.25)  0.081
P (2.59, 18.51, 5.00)  2.499
O (1.41, 17.78, 4.31)  -1.288
O (2.12, 18.95, 6.40)  -1.304
O (3.09, 19.71, 4.11)  -1.352
O (3.78, 17.49, 4.99)  -1.312
O (5.89, 19.23, 5.88)  -0.957
H (6.65, 19.00, 6.42)  0.461
H (5.28, 19.70, 6.48)  0.511
O (4.25, 17.37, 7.64)  -1.093
H (4.23, 17.38, 6.63)  0.527
H (3.46, 17.90, 7.84)  0.493
O (3.22, 17.18, 1.47)  -0.924
H (3.88, 17.88, 1.62)  0.498
H (3.23, 17.02, 0.52)  0.420
O (3.55, 20.61, 1.56)  -1.038
H (3.36, 20.37, 2.51)  0.529
H (4.46, 20.34, 1.43)  0.471
O (5.31, 15.59, 2.90)  -0.942
H (5.55, 16.51, 2.64)  0.502
H (6.06, 15.28, 3.41)  0.428
C (4.59, 22.92, 4.12)  -0.234
O (4.11, 22.01, 5.08)  -0.796
H (3.80, 23.44, 3.57)  0.136
H (5.14, 23.70, 4.66)  0.123
H (5.22, 22.36, 3.42)  0.166
H (3.66, 21.22, 4.66)  0.539

Calculated values
Net charge   -3
LUMO   6.306 eV

Record 4
DFT (the ωB97M-V functional and the def2-TZVPD basis) results for the molecule C4H7N.

Last column: natural (NBO) charge in e.
Geometry (Å):
N (0.41, -1.47, 1.50)  -0.809
C (-0.70, -0.99, 0.83)  0.041
C (-0.73, 0.01, -0.06)  -0.351
C (0.41, 0.74, -0.56)  -0.208
C (0.32, 1.73, -1.46)  -0.397
H (0.36, -2.42, 1.82)  0.383
H (1.30, -1.20, 1.12)  0.376
H (-1.62, -1.47, 1.13)  0.192
H (-1.69, 0.31, -0.45)  0.208
H (1.38, 0.47, -0.18)  0.182
H (-0.63, 2.04, -1.86)  0.187
H (1.19, 2.25, -1.82)  0.195

Calculated values
Net charge   0
SMILES   C=C/C=C\N
LUMO   1.087 eV

- The lowest net charge belongs to which entry?
  C5H20F3LiO12P